1.
{
  "formula": "C16H24FO5Ru",
  "method": "the ωB97M-V functional and the def2-TZVPD basis",
  "charge": 2,
  "homo_lumo_gap_ev": [8.63, 7.14],
  "e_homo_ev": [-14.73, -15.11],
  "s_squared": 0.767,
  "multiplicity": 2,
  "total_energy_ha": -1194.354787,
  "symbols": ["Ru", "C", "C", "O", "C", "C", "O", "C", "C", "O", "C", "C", "O", "C", "C", "O", "H", "H", "H", "H", "H", "H", "H", "H", "H", "H", "H", "H", "H", "H", "H", "H", "H", "H", "H", "H", "F", "C", "C", "C", "C", "C", "C", "H", "H", "H", "H"],
  "xyz": [[0.095, 0.263, 0.117], [1.514, -0.140, 2.513], [2.544, 0.423, 1.552], [2.123, 0.010, 0.229], [2.874, 0.385, -0.947], [2.016, -0.110, -2.097], [0.674, 0.440, -2.003], [0.616, 1.745, -2.633], [-0.616, 2.435, -2.150], [-0.501, 2.511, -0.723], [-1.720, 2.931, -0.098], [-2.667, 1.767, -0.001], [-1.990, 0.666, 0.641], [-2.111, 0.735, 2.088], [-1.019, -0.082, 2.724], [0.211, 0.393, 2.094], [1.717, 0.195, 3.529], [1.471, -1.228, 2.464], [3.530, 0.010, 1.764], [2.577, 1.514, 1.595], [3.844, -0.111, -0.925], [3.014, 1.469, -0.955], [1.908, -1.189, -2.066], [2.454, 0.171, -3.055], [0.587, 1.607, -3.714], [1.505, 2.319, -2.365], [-1.503, 1.867, -2.441], [-0.678, 3.439, -2.573], [-2.173, 3.751, -0.659], [-1.437, 3.311, 0.883], [-2.971, 1.400, -0.980], [-3.569, 2.017, 0.559], [-3.092, 0.353, 2.373], [-2.022, 1.776, 2.402], [-1.112, -1.150, 2.526], [-0.969, 0.115, 3.794], [-0.885, -5.650, -0.645], [-0.656, -4.358, -0.471], [0.644, -3.934, -0.250], [0.877, -2.581, -0.073], [-0.180, -1.660, -0.099], [-1.485, -2.130, -0.306], [-1.726, -3.476, -0.506], [1.445, -4.659, -0.211], [1.889, -2.257, 0.122], [-2.325, -1.449, -0.336], [-2.723, -3.856, -0.686]],
  "forces_ev_per_a": [[-0.3, 0.5, -0.9], [-0.1, 0.0, 0.1], [-0.1, 0.1, -0.2], [0.1, -0.2, 0.1], [-0.2, 0.1, 0.1], [0.1, 0.0, -0.1], [0.2, 0.0, 0.1], [-0.1, 0.0, -0.1], [0.1, 0.0, 0.0], [0.0, 0.1, 0.1], [0.1, 0.3, 0.0], [-0.1, -0.2, -0.1], [0.0, -0.2, 0.2], [-0.1, 0.1, 0.0], [0.2, 0.0, 0.1], [0.1, 0.0, 0.1], [0.0, 0.0, 0.0], [0.0, 0.0, 0.0], [0.0, 0.0, 0.0], [0.0, 0.0, 0.0], [0.0, 0.0, -0.1], [0.0, 0.0, 0.0], [0.0, 0.0, 0.0], [0.0, 0.0, 0.0], [0.0, 0.0, 0.0], [0.0, 0.0, 0.0], [0.0, 0.0, 0.0], [0.0, 0.0, 0.0], [0.0, 0.0, 0.0], [0.0, 0.0, 0.0], [0.0, 0.0, 0.0], [0.0, 0.0, 0.0], [0.0, 0.0, 0.0], [0.0, 0.0, 0.0], [0.0, 0.0, 0.0], [0.0, 0.0, 0.0], [0.0, 0.0, 0.0], [-0.1, 0.0, 0.0], [0.1, 0.1, 0.1], [0.0, -0.4, 0.0], [0.2, 0.2, 0.3], [-0.2, -0.1, -0.1], [0.0, 0.0, 0.0], [0.0, 0.0, 0.0], [0.0, 0.0, -0.1], [0.0, 0.0, 0.0], [0.0, 0.0, 0.0]],
  "mulliken_spin": [0.830, 0.002, -0.011, -0.014, 0.000, 0.000, 0.006, -0.005, 0.003, 0.021, 0.003, -0.003, -0.009, 0.004, 0.001, 0.006, -0.001, 0.004, 0.001, 0.002, -0.001, 0.000, 0.002, 0.000, -0.002, 0.000, 0.000, 0.000, 0.002, -0.001, 0.001, -0.001, -0.001, 0.001, 0.000, 0.000, 0.014, 0.095, -0.016, 0.068, -0.052, 0.077, -0.030, 0.000, -0.001, 0.005, 0.000]
}

2.
{
  "formula": "C16H24N2O3",
  "method": "the ωB97M-V functional and the def2-TZVPD basis",
  "homo_lumo_gap_ev": 9.34,
  "e_homo_ev": -8.70,
  "total_energy_ha": -959.347421,
  "relative_energy_kj_mol": 21.2,
  "symbols": ["C", "C", "H", "C", "C", "O", "C", "C", "H", "H", "C", "N", "C", "O", "C", "C", "C", "C", "C", "C", "H", "H", "N", "C", "O", "C", "H", "H", "H", "H", "H", "H", "H", "H", "H", "H", "H", "H", "H", "H", "H", "H", "H", "H", "H"],
  "xyz": [[7.580, -1.495, -2.027], [7.119, -1.154, -0.616], [7.431, -0.136, -0.368], [5.604, -1.265, -0.476], [5.142, -0.926, 0.945], [3.752, -1.097, 1.134], [2.937, -0.043, 0.669], [2.822, 1.104, 1.681], [3.810, 1.526, 1.875], [2.438, 0.704, 2.623], [1.909, 2.217, 1.168], [0.557, 1.759, 0.955], [0.033, 1.590, -0.283], [0.625, 1.916, -1.295], [-1.344, 1.020, -0.313], [-2.179, 1.393, -1.363], [-3.461, 0.899, -1.452], [-3.939, 0.001, -0.496], [-3.099, -0.399, 0.541], [-1.817, 0.109, 0.627], [-1.178, -0.243, 1.424], [-3.455, -1.107, 1.270], [-5.246, -0.466, -0.636], [-5.958, -1.301, 0.182], [-5.536, -1.782, 1.207], [-7.354, -1.559, -0.347], [-7.906, -0.624, -0.427], [-7.876, -2.223, 0.336], [-7.305, -2.024, -1.329], [-5.724, -0.123, -1.458], [-4.102, 1.203, -2.268], [-1.798, 2.079, -2.105], [0.035, 1.460, 1.762], [1.900, 3.048, 1.881], [2.264, 2.580, 0.200], [3.296, 0.348, -0.290], [1.953, -0.490, 0.505], [5.611, -1.614, 1.655], [5.451, 0.096, 1.202], [5.124, -0.591, -1.189], [5.281, -2.281, -0.711], [7.598, -1.829, 0.097], [7.296, -2.513, -2.284], [8.661, -1.409, -2.108], [7.127, -0.821, -2.750]],
  "forces_ev_per_a": [[0.1, 0.1, 0.2], [-0.2, 0.0, -0.2], [0.1, 0.0, 0.1], [0.0, 0.1, 0.4], [0.1, -0.1, -0.2], [-0.1, -0.1, 0.1], [-0.1, 0.2, 0.2], [0.0, -0.2, -0.3], [0.0, 0.0, 0.1], [0.0, 0.0, 0.1], [0.4, 0.0, 0.1], [0.0, -0.1, 0.3], [-0.1, 0.1, 0.2], [0.1, 0.0, -0.3], [-0.2, -0.2, -0.1], [0.1, 0.0, 0.1], [0.0, -0.1, 0.1], [0.4, 0.1, 0.2], [-0.2, -0.2, 0.1], [0.1, 0.3, -0.3], [0.1, 0.0, 0.1], [0.0, 0.0, 0.0], [-0.1, 0.2, -0.4], [-0.4, 0.0, -0.3], [0.1, -0.1, 0.2], [0.0, -0.1, 0.2], [-0.1, 0.1, 0.0], [0.0, 0.0, 0.0], [0.0, 0.0, -0.1], [0.0, -0.1, 0.2], [-0.1, 0.0, -0.1], [0.0, 0.0, -0.1], [-0.1, 0.1, -0.1], [0.0, 0.0, -0.1], [0.0, 0.1, 0.2], [0.0, 0.0, 0.0], [0.1, 0.1, -0.1], [0.1, 0.1, 0.0], [0.0, 0.0, 0.0], [0.0, 0.0, -0.1], [-0.1, 0.0, 0.0], [0.0, 0.0, 0.1], [0.0, -0.1, -0.1], [0.1, 0.0, -0.1], [0.0, 0.0, -0.1]],
  "mulliken_charge": [-1.298, -0.339, 0.333, -0.393, -0.451, -0.387, -0.209, -0.357, 0.309, 0.231, -0.938, -0.150, 0.486, -0.658, 0.675, -0.957, -0.571, 1.023, -1.101, -0.425, 0.336, 0.507, -0.168, 0.808, -0.608, -1.316, 0.333, 0.353, 0.331, 0.187, 0.285, 0.444, 0.202, 0.357, 0.386, 0.255, 0.123, 0.321, 0.231, 0.268, 0.219, 0.294, 0.320, 0.384, 0.327]
}

3.
{
  "formula": "C16H24N4O",
  "method": "the ωB97M-V functional and the def2-TZVPD basis",
  "homo_lumo_gap_ev": 8.32,
  "e_homo_ev": -7.56,
  "total_energy_ha": -918.314504,
  "relative_energy_kj_mol": 126.1,
  "symbols": ["C", "H", "C", "C", "C", "C", "O", "C", "C", "C", "C", "C", "C", "H", "H", "C", "N", "N", "C", "N", "C", "H", "H", "C", "N", "H", "H", "H", "H", "C", "H", "H", "H", "H", "H", "H", "H", "H", "H", "H", "H", "H", "H", "H", "H"],
  "xyz": [[-3.547, -2.621, 1.646], [-3.640, -3.544, 2.214], [-4.890, -2.245, 1.029], [-4.869, -0.887, 0.326], [-4.020, -0.880, -0.943], [-4.007, 0.506, -1.593], [-3.453, 1.498, -0.754], [-2.111, 1.531, -0.539], [-1.681, 2.436, 0.435], [-0.344, 2.585, 0.723], [0.622, 1.831, 0.053], [0.184, 0.925, -0.912], [-1.155, 0.772, -1.210], [-1.440, 0.067, -1.976], [0.920, 0.339, -1.439], [2.049, 1.959, 0.347], [2.776, 0.939, 0.080], [4.092, 0.919, 0.314], [4.829, -0.189, 0.018], [6.104, -0.227, 0.126], [6.522, -1.556, -0.276], [7.305, -1.479, -1.034], [6.939, -2.077, 0.591], [5.244, -2.265, -0.806], [4.209, -1.350, -0.370], [3.306, -1.313, -0.812], [5.100, -3.250, -0.356], [5.264, -2.374, -1.898], [4.604, 1.714, 0.685], [2.575, 3.246, 0.930], [1.873, 4.057, 0.764], [2.748, 3.141, 2.002], [3.519, 3.517, 0.457], [-0.054, 3.277, 1.499], [-2.428, 3.015, 0.955], [-3.486, 0.477, -2.559], [-5.033, 0.843, -1.767], [-4.419, -1.597, -1.664], [-2.998, -1.169, -0.700], [-5.893, -0.607, 0.065], [-4.484, -0.130, 1.013], [-5.192, -3.016, 0.316], [-5.642, -2.212, 1.820], [-3.206, -1.837, 2.319], [-2.789, -2.771, 0.882]],
  "forces_ev_per_a": [[-0.2, 0.0, -0.1], [0.1, -0.1, 0.1], [0.1, 0.2, 0.1], [0.0, -0.3, -0.1], [-0.1, 0.5, 0.2], [-0.1, -0.5, -0.3], [0.2, 0.2, 0.2], [0.2, 0.2, 0.2], [-0.3, -0.1, -0.1], [0.2, -0.2, -0.1], [-0.6, -0.2, -0.2], [0.1, 0.2, 0.2], [-0.3, -0.1, -0.1], [-0.1, -0.1, 0.0], [0.0, 0.0, -0.1], [0.7, 0.0, 0.1], [-0.6, -0.3, -0.1], [0.3, 0.9, 0.4], [0.6, -0.5, -0.1], [-0.3, 0.7, 0.1], [0.0, -0.2, 0.0], [0.0, -0.1, 0.0], [0.0, -0.1, -0.1], [0.3, -0.3, -0.2], [-0.5, 0.1, 0.1], [0.0, 0.1, 0.0], [0.0, 0.0, -0.1], [0.0, 0.0, 0.1], [-0.1, -0.2, -0.1], [0.1, -0.3, -0.1], [0.0, 0.1, 0.0], [0.0, 0.1, 0.1], [0.0, 0.1, 0.0], [0.0, 0.1, 0.1], [-0.1, 0.1, 0.1], [-0.1, 0.1, 0.1], [0.1, -0.1, 0.0], [0.0, -0.1, -0.1], [0.0, -0.1, -0.1], [0.0, 0.1, 0.0], [-0.1, 0.1, 0.0], [-0.1, 0.0, 0.0], [-0.1, -0.1, 0.0], [0.1, 0.1, 0.1], [0.1, 0.0, 0.0]],
  "mulliken_charge": [-1.155, 0.365, -0.476, -0.550, -0.293, -0.864, -0.483, 0.819, -0.607, -0.688, 0.469, -0.784, -0.461, 0.350, 0.359, 0.801, -0.287, -0.092, 0.290, -0.703, -0.365, 0.269, 0.247, -0.461, -0.210, 0.238, 0.276, 0.252, 0.237, -1.799, 0.444, 0.352, 0.481, 0.389, 0.428, 0.364, 0.435, 0.416, 0.224, 0.311, 0.251, 0.291, 0.321, 0.292, 0.306]
}